1.
Entry from the Open Molecules 2025 dataset: a cluster of 12 separate species, C41H80O18S4 in total (ωB97M-V/def2-TZVPD).

XYZ file:
```
143
Properties=species:S:1:pos:R:3
C -26.0476 -8.1055 8.9241
C -24.7940 -8.4066 9.7251
C -25.0770 -9.3208 10.9335
O -24.0743 -10.3167 10.8461
C -23.4178 -10.2226 9.6724
O -22.5506 -10.9503 9.2959
O -23.9208 -9.2220 8.9140
H -25.7330 -7.8452 7.9117
H -26.6082 -7.2472 9.2933
H -26.7034 -8.9745 8.8818
H -24.2588 -7.5173 10.0337
H -26.0552 -9.7883 10.8194
H -25.0022 -8.7518 11.8589
O -23.2855 -5.2203 17.1327
S -23.6409 -5.4441 18.5247
O -22.9791 -4.7237 19.5997
C -25.4387 -5.5530 18.6943
C -25.8503 -7.0194 18.5587
C -24.7382 -7.8336 19.2733
C -23.3961 -7.2212 18.8737
H -25.8820 -4.8501 17.9860
H -25.6645 -5.1292 19.6745
H -26.8473 -7.1181 18.9847
H -25.9031 -7.3405 17.5198
H -24.8043 -8.8932 19.0208
H -24.8797 -7.8315 20.3561
H -23.0807 -7.6679 17.9303
H -22.5880 -7.3170 19.5931
O -21.3203 -3.9374 9.5129
S -21.6816 -5.0319 8.6429
O -22.9654 -5.7102 8.7533
C -21.3958 -4.4400 6.9332
C -20.5960 -5.5425 6.2817
C -19.5616 -5.9748 7.3140
C -20.4011 -6.3182 8.5685
H -20.7719 -3.5466 7.0144
H -22.2980 -4.0787 6.4432
H -21.2349 -6.3870 5.9992
H -20.1258 -5.3478 5.3147
H -18.8202 -5.2077 7.5494
H -18.9744 -6.8290 6.9762
H -19.9203 -6.4988 9.5266
H -20.9174 -7.2435 8.3050
O -24.5626 -5.5274 11.6971
S -23.3025 -6.0446 12.2226
O -22.5165 -7.0639 11.5412
C -22.1493 -4.6472 12.5643
C -21.6855 -4.8651 14.0014
C -22.0192 -6.2923 14.4729
C -23.4377 -6.5855 13.9759
H -22.7188 -3.7211 12.5258
H -21.4432 -4.7254 11.7433
H -20.6185 -4.6693 14.1609
H -22.1016 -4.1338 14.6984
H -21.9002 -6.2381 15.5575
H -21.3248 -7.0818 14.1814
H -24.1778 -5.8951 14.3791
H -23.7289 -7.6259 14.0664
O -17.0147 -3.9037 16.0582
S -16.5909 -5.2823 16.0422
O -15.6542 -5.7662 17.0347
C -18.0055 -6.4651 15.9590
C -17.8715 -7.1782 14.6116
C -17.1143 -6.2790 13.6453
C -15.9130 -5.7257 14.3978
H -18.8456 -5.7676 16.0290
H -17.9770 -7.0682 16.8588
H -17.3173 -8.1094 14.7505
H -18.8643 -7.4653 14.2614
H -17.7792 -5.4696 13.3279
H -16.7544 -6.7616 12.7364
H -15.4835 -4.8237 13.9699
H -15.1770 -6.4862 14.6498
C -19.1863 -1.7856 14.4662
C -20.4965 -1.4361 13.7552
C -20.4618 -1.3319 12.2479
O -21.4809 -1.0713 14.3603
H -19.3060 -1.3485 15.4573
H -18.3684 -1.2597 13.9759
H -19.0486 -2.8642 14.4976
H -20.1900 -2.2961 11.8109
H -19.6614 -0.6354 11.9940
H -21.4385 -0.9934 11.9153
C -22.2017 -11.1828 16.1431
C -23.1403 -10.0511 15.8327
C -24.6116 -10.3609 15.6158
O -22.7882 -8.8903 15.8230
H -22.4018 -11.6349 17.1141
H -21.2103 -10.7341 16.0805
H -22.3190 -11.9731 15.4007
H -24.9230 -9.9419 14.6545
H -25.2481 -9.8119 16.3130
H -24.8908 -11.4126 15.6292
C -19.8502 -9.1869 10.9126
C -19.9207 -10.4146 11.7636
C -20.5988 -10.3747 13.1161
O -19.3358 -11.4290 11.4529
H -20.8300 -8.7014 10.8489
H -19.5103 -9.3780 9.8987
H -19.2395 -8.4101 11.3851
H -19.8512 -10.1513 13.8812
H -21.2597 -11.2222 13.2667
H -21.2457 -9.4956 13.2574
C -23.4509 -2.0434 16.6724
C -24.8807 -2.4287 16.4349
C -25.3093 -2.8642 15.0484
O -25.7045 -2.4877 17.3281
H -22.9395 -2.9872 16.4646
H -23.2562 -1.6886 17.6800
H -23.0938 -1.2886 15.9713
H -26.3825 -2.8711 14.8885
H -24.8402 -3.8221 14.8125
H -24.8808 -2.1753 14.3117
C -20.1348 -3.6842 17.7186
C -20.2628 -2.3001 18.3001
C -20.3165 -2.1839 19.7945
O -20.2516 -1.3295 17.5757
H -19.2150 -4.1267 18.1172
H -19.9595 -3.6333 16.6433
H -20.9892 -4.3248 17.9379
H -21.1753 -2.7433 20.1815
H -20.5214 -1.1505 20.0719
H -19.4361 -2.5804 20.2971
C -26.6927 -6.0474 15.0601
C -27.0850 -7.5016 14.9997
C -28.0352 -8.0786 16.0207
O -26.6448 -8.1746 14.0911
H -26.5371 -5.5936 14.0863
H -25.8114 -5.9522 15.7023
H -27.4669 -5.4748 15.5808
H -28.5874 -7.3347 16.5939
H -27.5662 -8.7694 16.7212
H -28.7889 -8.6526 15.4779
C -19.9777 -10.5695 18.8135
C -19.4364 -9.4346 17.9754
C -20.2526 -8.1731 17.8340
O -18.3757 -9.5534 17.4013
H -19.6690 -11.5174 18.3734
H -21.0694 -10.5875 18.7372
H -19.6941 -10.5160 19.8626
H -19.6963 -7.3035 18.1799
H -21.2143 -8.3405 18.3051
H -20.4405 -7.9799 16.7748
```

SMILES: C[C@H]1COC(=O)O1.O=S1(=O)CCCC1.O=S1(=O)CCCC1.O=S1(=O)CCCC1.O=S1(=O)CCCC1.CC(C)=O.CC(C)=O.CC(C)=O.CC(C)=O.CC(C)=O.CC(C)=O.CC(C)=O
LUMO level, eV: 0.0
DFT total energy, eV: -124008.9650

---

2.
Entry from the Open Molecules 2025 dataset: an isolated molecule of C2H2Cl2OS (ωB97M-V/def2-TZVPD).

XYZ file:
```
8
Properties=species:S:1:pos:R:3
O 1.2180 -1.0793 0.1799
C 0.4632 -0.3528 -0.6088
S 0.6474 -0.4783 -2.2051
C -0.5398 0.6021 0.0501
Cl 0.0996 1.4974 1.4427
Cl -1.9563 -0.3468 0.6710
H 0.9121 -1.1613 1.0986
H -0.8441 1.3190 -0.6283
```

SMILES: OC(=S)C(Cl)Cl
LUMO level, eV: -0.5
DFT total energy, eV: -40033.4369

---

3.
Entry from the Open Molecules 2025 dataset: an isolated molecule of C13H11Cl2NO5 (ωB97M-V/def2-TZVPD).

XYZ file:
```
32
Properties=species:S:1:pos:R:3
C -3.5659 -1.3721 2.2171
C -2.4640 -2.2244 2.7536
O -1.1830 -2.1630 2.1092
C -0.4311 -0.9650 2.0960
O -0.8389 0.1087 2.4796
C 0.8637 -0.9471 1.3092
C 1.6058 -2.3386 1.4705
O 1.8257 0.0339 1.5857
C 1.6123 1.0769 0.7782
O 2.2531 2.1202 0.7989
N 0.8349 0.7156 -0.3443
C 0.7988 1.3816 -1.5043
C 0.1086 2.6440 -1.7026
C 0.1765 3.2995 -2.9401
Cl -0.6246 4.8215 -3.0060
C 0.9043 2.8203 -4.0833
C 1.5736 1.5537 -3.8902
Cl 2.7015 0.8874 -5.0532
C 1.5366 0.8429 -2.6539
C 0.5929 -0.6762 -0.1321
O 0.0656 -1.4455 -0.9821
H -3.2423 -1.1472 1.2315
H -4.4727 -1.8796 2.1414
H -3.6987 -0.4412 2.7890
H -2.4781 -2.0168 3.8270
H -2.7305 -3.2788 2.6429
H 2.0215 -2.5313 2.4989
H 2.4336 -2.3713 0.7321
H 0.9119 -3.1466 1.2288
H -0.3718 3.2067 -0.9762
H 1.1046 3.4352 -4.9696
H 2.1761 -0.0035 -2.4519
```

SMILES: CCOC(=O)[C@]1(C)OC(=O)N(c2cc(Cl)cc(Cl)c2)C1=O
LUMO level, eV: -0.1
DFT total energy, eV: -50431.0510

---

4.
Entry from the Open Molecules 2025 dataset: an isolated molecule of C6H10O (ωB97M-V/def2-TZVPD).

XYZ file:
```
17
Properties=species:S:1:pos:R:3
C -1.7391 -1.6006 -1.6602
C -0.4840 -1.4860 -1.3553
O 0.4223 -1.5411 -2.3762
C 0.0580 -1.1792 -0.0666
C 0.4285 0.1019 0.1780
C 0.9660 0.6843 1.5030
C 0.7999 2.2635 1.4806
H -2.2515 -1.7909 -2.6485
H -2.4708 -1.4129 -0.8450
H -0.1887 -1.7906 -3.0606
H -0.3170 -1.8407 0.7148
H 0.1735 0.9158 -0.4610
H 2.0218 0.3956 1.6843
H 0.4891 0.1289 2.4026
H 1.6900 2.9125 1.3012
H 0.4856 2.7196 2.4423
H -0.0836 2.5199 0.7665
```

SMILES: C=C(O)/C=C/CC
LUMO level, eV: 1.0
DFT total energy, eV: -8428.9307

---

Computed F_max (hartree/bohr) in order:
0.03850, 0.04501, 0.12944, 0.08640